Model w:
A structure of composition C26H22BrN4O2PdS. Source: OMol25; level of theory: ωB97M-V with the def2-TZVPD basis set.

```
! wB97M-V def2-TZVPD RIJCOSX def2/J DEFGRID3
* xyz 1 1
Pd 0.541 0.397 0.162
O 1.618 -1.208 -0.168
C 1.259 -2.275 0.546
C 1.280 -3.523 -0.085
C 0.955 -4.665 0.623
C 0.600 -4.607 1.969
C 0.608 -3.385 2.611
C 0.933 -2.212 1.921
C 1.025 -0.973 2.673
N 1.171 0.186 2.160
C 1.240 1.394 2.990
C 0.945 2.586 2.080
N -0.110 2.168 1.171
C -1.126 2.902 0.914
C -2.263 2.441 0.165
C -3.140 3.397 -0.373
C -4.253 3.023 -1.086
C -4.518 1.660 -1.238
C -3.698 0.702 -0.682
C -2.544 1.055 0.038
O -1.797 0.125 0.612
H 1.566 -3.563 -1.128
H 0.982 -5.623 0.118
H 0.342 -5.507 2.508
H 0.368 -3.322 3.666
H 0.983 -1.058 3.761
H 2.234 1.491 3.430
H 0.508 1.322 3.796
H 1.836 2.841 1.501
H 0.651 3.457 2.668
H -1.161 3.915 1.325
H -2.916 4.447 -0.224
H -4.918 3.763 -1.506
H -5.395 1.347 -1.791
H -3.948 -0.347 -0.782
Br 5.232 4.320 -2.295
C 3.900 3.152 -1.652
C 4.270 1.967 -1.037
C 3.294 1.100 -0.556
C 1.974 1.469 -0.707
C 1.576 2.635 -1.336
C 2.565 3.487 -1.815
H 5.316 1.713 -0.933
H 3.565 0.164 -0.090
H 0.534 2.880 -1.484
H 2.290 4.404 -2.317
S -0.081 0.144 -2.062
C -0.752 -1.455 -2.018
N -1.338 -1.938 -0.906
C -1.786 -3.200 -0.865
C -1.695 -3.991 -1.978
C -1.156 -3.395 -3.120
N -0.673 -2.164 -3.142
H -1.514 -1.172 -0.068
H -2.227 -3.520 0.070
H -2.046 -5.012 -1.978
H -1.105 -3.941 -4.056
*
```

Results
LUMO level	-4.373	eV
frontier orbital gap	6.413	eV
HOMO level	-0.3964	hartree

=====

Model x:
A structure of composition C26H22BrN4O2PdS. Source: OMol25; level of theory: ωB97M-V with the def2-TZVPD basis set.

```
! wB97M-V def2-TZVPD RIJCOSX def2/J DEFGRID3
* xyz 1 1
Pd 0.199 -0.403 0.088
O -1.996 0.236 -1.763
C -2.836 1.142 -1.170
C -4.197 0.988 -1.364
C -5.089 1.871 -0.776
C -4.624 2.931 -0.009
C -3.264 3.085 0.178
C -2.346 2.180 -0.367
C -0.942 2.443 -0.096
N 0.045 1.640 -0.151
C 1.394 2.197 0.045
C 2.390 1.315 -0.705
N 2.106 -0.076 -0.369
C 3.044 -0.902 -0.076
C 2.886 -2.273 0.309
C 4.064 -3.011 0.547
C 4.026 -4.339 0.876
C 2.779 -4.974 0.971
C 1.609 -4.293 0.750
C 1.614 -2.917 0.420
O 0.462 -2.349 0.212
H -4.537 0.173 -1.989
H -6.151 1.742 -0.937
H -5.316 3.635 0.431
H -2.893 3.914 0.769
H -0.729 3.488 0.147
H 1.624 2.207 1.113
H 1.438 3.218 -0.338
H 3.414 1.573 -0.428
H 2.274 1.458 -1.782
H 4.069 -0.532 -0.128
H 5.017 -2.503 0.452
H 4.937 -4.892 1.053
H 2.736 -6.026 1.224
H 0.649 -4.786 0.820
Br 1.947 1.759 -6.057
C 0.674 1.299 -4.735
C -0.299 2.211 -4.372
C -1.224 1.885 -3.387
C -1.152 0.642 -2.777
C -0.192 -0.287 -3.162
C 0.724 0.044 -4.143
H -0.345 3.177 -4.856
H -1.990 2.598 -3.112
H -0.176 -1.258 -2.684
H 1.475 -0.671 -4.449
S -1.866 -0.886 1.303
C -1.093 -0.786 2.798
N -1.756 -1.182 3.926
C -1.213 -1.110 5.164
C 0.047 -0.622 5.308
C 0.705 -0.239 4.123
N 0.167 -0.323 2.927
H -2.691 -1.547 3.809
H -1.830 -1.455 5.980
H 0.515 -0.546 6.275
H 1.720 0.140 4.166
*
```

Results
LUMO level	-3.354	eV
frontier orbital gap	6.916	eV
HOMO level	-0.3774	hartree

=====

In terms of stability, model x leads; the second structure lies 2.301 eV higher.